1.
Here is a structure of composition C31H25Cl5N2O4PRuS from the Open Molecules 2025 dataset. Energies are from ωB97M-V/def2-TZVPD.

```
! RIJCOSX wB97M-V def2-TZVPD def2/J DEFGRID3
* xyz 0 2
Ru 0.0471 -0.6811 1.5903
C -1.2294 0.2458 3.0628
C -0.4293 -0.7191 3.7577
C -0.6900 -1.9982 3.2196
C -1.6932 -1.8418 2.1905
C -2.0456 -0.4537 2.1278
H -1.2492 1.3024 3.2621
H 0.2740 -0.4947 4.5422
H -0.2171 -2.9157 3.5221
H -2.0575 -2.6328 1.5549
H -2.7893 -0.0230 1.4791
O 0.7070 -1.3514 -0.9594
S 2.0769 -0.8310 -1.2425
O 2.8837 -1.6869 -2.0765
O 2.7078 -0.3763 -0.0195
C 1.7408 0.6740 -2.1156
C 2.4337 0.9746 -3.2733
C 2.2180 2.1912 -3.9046
C 1.3170 3.0942 -3.3702
C 0.6189 2.7824 -2.2110
C 0.8195 1.5652 -1.5655
P -0.2520 1.0613 -0.1483
C -0.7766 2.6769 0.5521
C 0.1615 3.6877 0.7619
C -0.1950 4.8686 1.3903
C -1.4964 5.0569 1.8329
C -2.4402 4.0617 1.6323
C -2.0825 2.8845 0.9916
C -1.7427 0.5371 -1.0952
C -2.4656 1.4829 -1.8226
C -3.5777 1.1157 -2.5624
C -3.9835 -0.2092 -2.5881
C -3.2674 -1.1603 -1.8785
C -2.1514 -0.7953 -1.1397
H 3.1363 0.2485 -3.6584
H 2.7574 2.4350 -4.8105
H 1.1475 4.0464 -3.8555
H -0.0832 3.5011 -1.8139
H 1.1875 3.5469 0.4434
H 0.5490 5.6393 1.5433
H -1.7748 5.9777 2.3286
H -3.4605 4.2035 1.9641
H -2.8400 2.1326 0.8159
H -2.1647 2.5218 -1.8082
H -4.1257 1.8652 -3.1183
H -4.8531 -0.4983 -3.1644
H -3.5677 -2.1998 -1.9062
H -1.5882 -1.5662 -0.6262
C -0.8938 -5.1336 -3.1592
N -1.2223 -4.5475 -1.8779
C -0.3025 -4.1785 -0.9380
N 1.0102 -4.2713 -1.3052
O -0.6496 -3.8162 0.1856
H -1.8142 -5.4466 -3.6463
H -0.2433 -6.0061 -3.0579
H -0.4105 -4.4056 -3.8147
H -2.1473 -4.6708 -1.5074
H 1.2363 -4.2059 -2.2846
H 1.6124 -3.6995 -0.7325
Cl 1.4575 2.2170 3.1698
C 2.4191 0.7865 3.0461
C 1.8867 -0.3710 2.4849
C 2.7062 -1.4978 2.5181
Cl 2.0836 -2.9709 1.8542
C 4.0109 -1.4763 2.9983
Cl 4.9788 -2.8979 2.9642
C 4.5322 -0.2872 3.4979
Cl 6.1534 -0.2300 4.0761
C 3.7302 0.8480 3.5296
Cl 4.3715 2.3150 4.1679
*
```

As for the expectation value of S²: 0.756. The LUMO energy (spin up / spin down) is -0.294 / -1.312 eV.

=====

2.
Here is a structure of composition C31H25Cl5N2O4PRuS from the Open Molecules 2025 dataset. Energies are from ωB97M-V/def2-TZVPD.

```
! RIJCOSX wB97M-V def2-TZVPD def2/J DEFGRID3
* xyz 0 2
Ru 2.1537 -0.7919 0.4458
C 4.2463 -0.3761 0.7254
C 3.5595 0.8716 0.8078
C 2.7070 0.8370 1.9429
C 2.8229 -0.4453 2.5387
C 3.7868 -1.1894 1.8139
H 4.9855 -0.6469 -0.0090
H 3.6375 1.6809 0.1014
H 2.0308 1.6200 2.2459
H 2.2501 -0.8086 3.3770
H 4.1022 -2.1948 2.0352
O 2.0588 1.9930 -1.5849
S 1.3768 0.9298 -2.2890
O 1.8237 0.6224 -3.6177
O 1.2909 -0.3220 -1.4469
C -0.3213 1.4692 -2.4384
C -0.8164 1.6276 -3.7265
C -2.0707 2.1844 -3.9219
C -2.8164 2.6043 -2.8303
C -2.3171 2.4379 -1.5482
C -1.0754 1.8460 -1.3255
P -0.4414 1.6142 0.3885
C -1.8514 0.7702 1.2075
C -2.9133 0.1595 0.5467
C -3.8820 -0.5448 1.2555
C -3.7973 -0.6616 2.6333
C -2.7278 -0.0754 3.3031
C -1.7659 0.6243 2.5953
C -0.6130 3.3360 0.9983
C -1.6919 3.8317 1.7270
C -1.7127 5.1584 2.1357
C -0.6605 6.0042 1.8145
C 0.4164 5.5193 1.0853
C 0.4440 4.1919 0.6857
H -0.1968 1.3287 -4.5600
H -2.4528 2.3106 -4.9264
H -3.7846 3.0668 -2.9746
H -2.9025 2.7737 -0.7002
H -2.9973 0.2313 -0.5296
H -4.7097 -0.9971 0.7223
H -4.5563 -1.2016 3.1850
H -2.6470 -0.1635 4.3792
H -0.9324 1.0709 3.1279
H -2.5205 3.1823 1.9821
H -2.5560 5.5316 2.7029
H -0.6794 7.0386 2.1325
H 1.2387 6.1752 0.8296
H 1.2811 3.8120 0.1079
C -1.2989 -3.3174 -1.8433
N -0.5331 -2.3533 -1.0840
C -0.5734 -2.2407 0.2438
N -1.4787 -2.9884 0.9262
O 0.2014 -1.5007 0.8994
H -0.9644 -3.2813 -2.8766
H -2.3699 -3.0932 -1.8322
H -1.1417 -4.3301 -1.4655
H 0.1373 -1.7459 -1.5474
H -2.3229 -3.2723 0.4590
H -1.5810 -2.7194 1.8923
Cl 1.7271 -3.7462 2.1087
C 2.1283 -3.8482 0.4179
C 2.5216 -2.7073 -0.2901
C 3.0348 -2.9379 -1.5704
Cl 3.7922 -1.6574 -2.4511
C 2.9870 -4.1933 -2.1806
Cl 3.5640 -4.4143 -3.7874
C 2.4640 -5.2785 -1.4859
Cl 2.3495 -6.8212 -2.2425
C 2.0635 -5.1145 -0.1638
Cl 1.4905 -6.4750 0.7233
*
```

As for the expectation value of S²: 0.757. The LUMO energy (spin up / spin down) is 0.306 / -0.811 eV.

=====

The calculated energies rank the structures as follows, beginning with the most stable: 2, 1.

=====

1.
Here is a cluster of 2 separate species, CH3IOS2 in total from the Open Molecules 2025 dataset. Energies are from ωB97M-V/def2-TZVPD.

```
! RIJCOSX wB97M-V def2-TZVPD def2/J DEFGRID3
* xyz 0 1
C -0.9026 0.4080 0.3793
O 0.4626 -0.4909 -2.2689
S -0.3409 -1.2404 0.9204
S 1.3235 -1.4927 -0.1601
I 2.5825 0.5830 0.2211
H -0.1505 0.7842 -0.2907
H -1.0271 1.1785 1.1533
H -1.9475 0.2702 0.0457
*
```

The LUMO energy (spin up / spin down) is -2.473 / -1.830 eV.

=====

2.
Here is a structure of composition CH3IOS2 from the Open Molecules 2025 dataset. Energies are from ωB97M-V/def2-TZVPD.

```
! RIJCOSX wB97M-V def2-TZVPD def2/J DEFGRID3
* xyz 0 1
C -0.7634 0.1634 0.4217
O 1.8682 0.7352 0.4537
S 0.3562 0.7863 -2.2875
S 0.8802 0.1461 -0.3877
I -1.1730 -1.8026 1.1390
H -0.7379 0.6854 1.4377
H -1.4554 0.4981 -0.2819
H 1.0252 -1.2118 -0.4950
*
```

The LUMO energy is -0.433 eV.

=====

The calculated energies rank the structures as follows, beginning with the most stable: 2, 1.

=====

1.
Here is a cluster of 2 separate species, CH3IOS2 in total from the Open Molecules 2025 dataset. Energies are from ωB97M-V/def2-TZVPD.

```
! RIJCOSX wB97M-V def2-TZVPD def2/J DEFGRID3
* xyz 0 1
C -0.3350 0.2898 -0.0454
O -2.0226 -0.5387 1.7795
S -0.5746 1.7211 0.9729
S -1.8315 0.7852 2.3271
I 0.4775 0.1723 4.7163
H 0.6455 0.1091 -0.6304
H -1.1091 0.4197 -0.7187
H -0.6937 -0.5736 0.5002
*
```

The LUMO energy (spin up / spin down) is -2.808 / -1.692 eV.

=====

2.
Here is a cluster of 2 separate species, CH3IOS2 in total from the Open Molecules 2025 dataset. Energies are from ωB97M-V/def2-TZVPD.

```
! RIJCOSX wB97M-V def2-TZVPD def2/J DEFGRID3
* xyz 0 1
C 0.0899 -0.7774 -0.9198
O -1.0891 1.2122 0.8639
S -1.6581 -1.0814 -1.1964
S -0.9050 0.7565 -0.5460
I 1.9360 0.6043 1.8738
H 0.4445 -1.0551 0.0163
H 0.6531 -1.0389 -1.7816
H 0.5286 1.3799 1.6898
*
```

The LUMO energy is -0.210 eV.

=====

The calculated energies rank the structures as follows, beginning with the most stable: 2, 1.